The following is a quantum chemistry calculation of 17 unconnected molecules or ions with the total composition C42H122N4O17 at a distorted geometry, from OMol25.

The calculation puts the gap between HOMO and LUMO at 9.697 eV. Its spin multiplicity is 1.

Geometry (Å):
C 11.01183 -15.96510 13.53941
C 12.31582 -15.36351 13.08542
O 11.97507 -14.72239 11.84160
H 11.08613 -16.32027 14.52400
H 10.69459 -16.83980 12.93231
H 10.22443 -15.15270 13.45995
H 13.07220 -16.17714 12.88038
H 12.70326 -14.60814 13.75698
H 12.82303 -14.58852 11.34646
C 21.95833 -12.36671 12.98253
C 20.47637 -12.29454 13.24165
O 20.30253 -12.26461 14.66826
H 22.26678 -13.36542 13.21648
H 22.48136 -11.69553 13.64751
H 22.26004 -12.07637 11.99006
H 19.96498 -13.15676 12.80624
H 20.05817 -11.36094 12.81445
H 19.52374 -11.78329 14.89022
C 17.33772 -14.40315 17.26947
C 18.29511 -13.32311 17.76831
O 18.56199 -12.22821 16.86141
H 17.61639 -14.68050 16.26505
H 16.33584 -13.99683 17.35410
H 17.44471 -15.23518 17.94153
H 19.31117 -13.70612 17.90515
H 17.97925 -12.96707 18.77887
H 17.72115 -11.90394 16.44472
C 16.18736 -10.19225 8.65780
C 14.96190 -10.77742 7.97734
O 15.05102 -12.23924 7.83963
H 17.08511 -10.77286 8.29854
H 16.14339 -10.53474 9.73649
H 16.29401 -9.11441 8.52693
H 14.80300 -10.30034 7.00206
H 14.12716 -10.48034 8.58164
H 15.87761 -12.32600 7.30826
C 12.51054 -14.34346 17.93101
C 11.29042 -14.58379 17.09404
O 10.82992 -15.88371 17.40604
H 12.24251 -14.34659 19.04823
H 12.79103 -13.28984 17.78728
H 13.32879 -14.99363 17.70109
H 11.46459 -14.51141 16.01576
H 10.53017 -13.81493 17.33334
H 9.88880 -16.00409 17.10479
C 24.37026 -18.43149 12.58871
C 25.67229 -17.85115 12.17071
O 25.70213 -16.41333 12.08623
H 23.62002 -18.21572 11.83351
H 24.05011 -17.84535 13.44805
H 24.41537 -19.48007 12.89227
H 26.00679 -18.30035 11.24771
H 26.42351 -18.04483 12.91007
H 24.95641 -15.97508 11.64944
C 15.65845 -9.73495 13.23469
C 16.94479 -10.51599 12.98059
O 17.88205 -10.48322 14.08410
H 15.94609 -8.66660 13.11137
H 15.17763 -9.80753 14.16837
H 14.91621 -10.04582 12.53786
H 17.35382 -9.96807 12.08016
H 16.71228 -11.59556 12.80357
H 18.21180 -9.59762 14.16142
C 20.72835 -14.13884 9.35703
C 19.68393 -15.19922 9.05957
O 19.00060 -14.91975 7.84492
H 21.23101 -14.36861 10.28100
H 20.27006 -13.16631 9.45358
H 21.46212 -14.01143 8.56803
H 18.89172 -15.39376 9.82483
H 20.25751 -16.10978 8.96119
H 18.35793 -15.63505 7.71726
C 16.89439 -21.39791 13.47954
C 18.08583 -22.27569 13.32796
O 17.84526 -23.67558 13.61398
H 16.18234 -21.75708 14.21938
H 16.34060 -21.24877 12.52884
H 17.11381 -20.41254 13.91462
H 18.87989 -21.94047 13.99132
H 18.39086 -22.15478 12.27346
H 17.73692 -23.69577 14.58158
C 15.68301 -16.53681 6.21038
C 16.58323 -17.67825 6.81433
O 17.59467 -17.13712 7.64721
H 16.19584 -15.95816 5.38337
H 15.44435 -15.74282 6.99653
H 14.71311 -16.89991 5.90795
H 17.00040 -18.24129 5.99226
H 15.98058 -18.35495 7.46477
H 18.01621 -17.95688 8.06782
C 19.82045 -12.74394 5.11035
C 18.35090 -12.52894 5.44479
O 18.11146 -12.51415 6.84889
H 20.14253 -12.68438 4.07216
H 20.07955 -13.73391 5.43577
H 20.49928 -12.04160 5.63006
H 17.78496 -13.32476 4.94369
H 18.03357 -11.55222 5.03418
H 18.48225 -13.36151 7.23087
C 9.96185 -12.36634 10.04621
C 11.36956 -11.92120 10.48844
O 11.57856 -11.82514 11.89027
H 9.76679 -13.28008 10.50181
H 10.00825 -12.58644 8.97551
H 9.23645 -11.63666 10.36933
H 11.56202 -10.84484 10.21917
H 12.21736 -12.57562 10.07273
H 11.75226 -12.71494 12.20889
C 22.49630 -15.21345 15.66481
C 21.30797 -15.65352 14.84706
O 20.07917 -15.04609 15.28365
H 22.22967 -15.38489 16.74151
H 22.53869 -14.08335 15.64551
H 23.45337 -15.65779 15.40649
H 21.19429 -16.73559 14.92623
H 21.40638 -15.44248 13.76383
H 20.06747 -14.11285 15.01231
C 19.66414 -19.22319 10.38151
C 18.92276 -20.13559 9.49120
C 17.45273 -20.27317 9.82054
O 16.99290 -21.17383 8.83316
C 15.66182 -21.51335 8.89891
N 19.07230 -19.49220 8.15835
H 20.57103 -18.97057 9.77366
H 19.88763 -19.60144 11.40779
H 19.23284 -18.26314 10.60114
H 19.35347 -21.14388 9.40025
H 16.92632 -19.33358 9.90276
H 17.31528 -20.82212 10.80594
H 15.61796 -22.28769 9.69838
H 15.35592 -21.93362 7.90186
H 14.98601 -20.56567 9.03912
H 20.03186 -19.34430 8.04457
H 18.62079 -20.10283 7.50598
C 16.85623 -13.59974 10.92218
C 16.10601 -14.80898 10.46941
C 16.19535 -15.98287 11.50332
O 17.42044 -16.69482 11.66719
C 18.38359 -15.96888 12.43096
N 14.64829 -14.52882 10.40445
H 16.84269 -12.93501 10.06490
H 17.90618 -13.80210 11.14007
H 16.46045 -13.09915 11.75851
H 16.50126 -15.21692 9.49529
H 15.45186 -16.73247 11.18179
H 15.86925 -15.58662 12.47543
H 18.72370 -15.12614 11.90465
H 19.18845 -16.62323 12.70955
H 18.05935 -15.70155 13.44259
H 14.21137 -15.32578 9.98756
H 14.60106 -13.76101 9.76742
C 13.40718 -17.54046 9.18315
C 12.19994 -18.35885 8.71129
C 10.87821 -17.82030 9.27359
O 10.62851 -16.57975 8.66345
C 9.37589 -15.93295 8.95959
N 12.25059 -18.48273 7.25355
H 14.27736 -17.93591 8.67524
H 13.47717 -17.42459 10.28665
H 13.35451 -16.42092 8.85407
H 12.22447 -19.41396 9.16199
H 10.90446 -17.74886 10.34703
H 10.08717 -18.57352 8.97334
H 9.11991 -15.77554 10.03775
H 8.49495 -16.61084 8.65039
H 9.40305 -15.03219 8.37624
H 11.51772 -19.05350 6.91048
H 12.34134 -17.62970 6.77284
C 16.68893 -18.01443 15.89719
C 15.24357 -17.37582 16.02275
C 14.16731 -17.97385 15.08715
O 14.52255 -19.40685 14.79816
C 13.57675 -19.92776 13.85701
N 14.86505 -17.37633 17.46207
H 17.41432 -17.31732 16.38396
H 16.76832 -17.99020 14.79119
H 16.74485 -18.94619 16.41769
H 15.29611 -16.30709 15.78571
H 14.13660 -17.42806 14.12509
H 13.14848 -17.90835 15.46340
H 12.56591 -19.77407 14.22682
H 13.80468 -20.94226 13.71069
H 13.66953 -19.35974 12.93492
H 13.97218 -17.03378 17.62494
H 14.88578 -18.34207 17.78209

---

The following is a quantum chemistry calculation of a molecular structure, C42H16BCrF15O3 at a distorted geometry, from OMol25.

The calculation puts the gap between HOMO and LUMO (alpha / beta) at 7.317 / 3.808 eV. Its spin multiplicity is 4. Its net charge is +3.

Geometry (Å):
O -4.46872 4.34027 -1.31412
C -3.51911 4.04069 -1.92198
Cr -1.83211 3.85486 -2.77473
C -1.12011 3.82455 -1.02658
O -0.79448 3.78725 0.07729
C -1.97615 5.74871 -2.62538
O -2.18116 6.87122 -2.36863
C -2.02186 3.76561 -4.94173
C -2.74916 2.70959 -4.38045
C -2.14594 1.86149 -3.44226
C -0.76865 1.95554 -3.19066
C -0.12149 1.05112 -2.27725
C 0.60558 0.33633 -1.62641
C 1.55968 -0.41705 -0.80671
C 2.76489 0.42786 -0.45227
C 2.49143 1.71635 0.01525
C 3.53405 2.53101 0.44051
C 4.83004 2.00008 0.49760
C 5.09430 0.68387 0.10064
C 4.05463 -0.09765 -0.40692
C 1.73737 -1.87987 -1.20684
C 0.92815 -2.42721 -2.19840
C 1.07484 -3.76694 -2.57906
C 1.98692 -4.57360 -1.89011
C 2.70022 -4.06643 -0.80044
C 2.53281 -2.72593 -0.43089
C -0.06698 3.08083 -3.68507
C -0.66905 3.94264 -4.61002
H -2.48855 4.43426 -5.66763
H -3.80678 2.57905 -4.60916
H -2.70739 1.07604 -2.93366
H 1.46146 2.07672 -0.01035
H 3.31831 3.56951 0.69979
H 5.64362 2.62697 0.86177
H 6.09091 0.24405 0.16484
H 4.22994 -1.09427 -0.80712
H 0.23403 -1.77297 -2.71734
H 0.47364 -4.16386 -3.39907
H 2.12454 -5.62004 -2.18075
H 3.39566 -4.69103 -0.23603
H 3.07311 -2.33898 0.43214
H 0.97138 3.22664 -3.35604
H -0.08655 4.77266 -5.02128
F -4.16491 3.27480 1.58599
C -3.15290 2.39239 1.52508
C -2.17698 2.39132 2.52519
F -2.22664 3.28916 3.52900
C -1.24499 1.36470 2.55862
F -0.32905 1.38091 3.56127
C -1.32606 0.26857 1.68186
B -0.76758 -1.09622 2.11508
C 0.37733 -1.24396 3.13645
C 1.67807 -0.72945 3.23298
F 2.08830 0.27788 2.42314
C 2.53965 -1.10547 4.26625
F 3.81728 -0.66257 4.30677
C 2.04738 -1.90912 5.29901
F 2.83850 -2.22696 6.34464
C 0.72538 -2.36308 5.27841
F 0.20273 -3.07032 6.30534
C -0.06024 -2.04721 4.18957
F -1.35902 -2.47086 4.18903
C -1.29856 -2.39060 1.46437
C -0.56747 -3.55620 1.17473
F 0.72535 -3.66319 1.59241
C -1.17572 -4.68998 0.63547
F -0.47173 -5.81730 0.37614
C -2.55775 -4.69748 0.45924
F -3.17246 -5.80617 0.00295
C -3.32519 -3.57992 0.79276
F -4.67106 -3.61905 0.72634
C -2.68159 -2.47253 1.31115
F -3.47305 -1.51163 1.85781
H 1.10567 -0.42372 0.14640
C -2.11803 0.47119 0.53114
F -2.06962 -0.37021 -0.53423
C -3.08316 1.46609 0.47778
F -4.05913 1.44626 -0.46262

---

The following is a quantum chemistry calculation of a molecular structure, C42H25ClF4N11O6Zr at a distorted geometry, from OMol25.

The energy above the lowest of the compared OMol25 structures with the same formula, charge and spin is 0.0 kJ/mol. The calculation puts the gap between HOMO and LUMO at 4.663 eV. Its spin multiplicity is 1. Its net charge is +1.

Geometry (Å):
Zr -0.62514 0.00481 0.64051
C -4.05058 0.53398 1.29061
N -3.15838 -0.56446 0.92343
C -3.41706 -1.83388 1.59706
C -2.22934 -2.22103 2.41539
N -1.06620 -1.62203 2.34281
C -0.21462 -2.35466 3.17694
C 1.14692 -2.23740 3.44407
C 1.70420 -3.11680 4.35097
C 0.94511 -4.11163 4.97709
C -0.39415 -4.27648 4.68810
C -0.94869 -3.38798 3.77797
N -2.22831 -3.26965 3.26421
C -3.26289 1.76297 1.60365
N -1.96024 1.79564 1.68850
C -1.63520 3.11740 1.99931
C -0.40996 3.74510 2.21413
C -0.42022 5.08066 2.56244
C -1.61307 5.80084 2.69302
C -2.83544 5.20497 2.45729
C -2.81922 3.86159 2.11062
N -3.83718 2.96261 1.84443
H -4.76820 0.76330 0.49743
H -4.62665 0.26438 2.17903
H -3.18069 -0.68993 -0.08493
H -4.29916 -1.77143 2.23854
H -3.60197 -2.62972 0.87037
H 1.75017 -1.49808 2.94662
H 2.75846 -3.04054 4.58147
H 1.41993 -4.76920 5.69211
H -0.98018 -5.06308 5.14406
H -2.99689 -3.89178 3.44700
H 0.51743 3.20387 2.12475
H 0.51815 5.58612 2.74643
H -1.57463 6.83943 2.99105
H -3.76120 5.75733 2.54757
H -4.81922 3.17647 1.82331
O 0.42914 0.68967 2.19568
C 1.67636 1.05678 2.37184
C 2.30029 0.86584 3.61893
C 3.61967 1.20026 3.81748
C 4.36631 1.80105 2.80007
C 3.76279 2.07484 1.59821
C 2.43238 1.69669 1.34676
C 1.82289 2.02756 0.08833
N 0.65319 1.59739 -0.25660
N 0.13652 2.08008 -1.43729
C -1.11021 1.73644 -1.59550
O -1.73990 0.99923 -0.72091
C -1.84484 2.25328 -2.76042
C -3.23490 2.14400 -2.77944
C -3.96361 2.67009 -3.83136
C -3.30499 3.29786 -4.87931
C -1.91862 3.37984 -4.88174
C -1.18717 2.86507 -3.82576
H 1.70501 0.43415 4.41306
H 4.08072 1.00828 4.77764
H 5.40066 2.06635 2.96710
H 4.31426 2.57659 0.81403
H 2.34053 2.70604 -0.58640
H -3.72262 1.63856 -1.95660
H -5.04295 2.59499 -3.83863
H -3.87435 3.71802 -5.69774
H -1.41363 3.85301 -5.71322
H -0.10787 2.92318 -3.81243
F 2.09239 -3.50402 -1.02760
C 2.56479 -3.20300 -2.22482
C 2.43226 -4.08666 -3.23133
F 1.82903 -5.23136 -3.01649
C 2.95998 -3.81466 -4.54797
C 3.78177 -2.63467 -4.65710
C 3.91851 -1.76246 -3.63743
F 4.65921 -0.68366 -3.81179
C 3.24321 -1.94712 -2.38446
C 3.22449 -0.97389 -1.39596
C 2.30601 -1.04284 -0.32503
N 1.51005 -1.04701 0.50716
C 3.99751 0.21966 -1.46541
N 4.60534 1.19456 -1.47667
F 4.38517 -2.38287 -5.79719
C 2.66392 -4.60615 -5.62856
C 1.77268 -5.71754 -5.56295
N 1.04816 -6.60878 -5.58659
C 3.14408 -4.35325 -6.94651
N 3.47088 -4.19694 -8.03681
O -0.05728 -0.71092 -1.72589
Cl -1.05349 -1.75443 -1.59502
O -2.36009 -1.27087 -1.87403
O -0.73272 -2.84432 -2.42180
O -1.00663 -2.10364 -0.17285